Run a
This record from the OMol25 dataset describes a cluster of 2 separate species, C7H14O2 in total. The level of theory is wB97M-V/def2-TZVPD.

```
! wB97M-V def2-TZVPD RIJCOSX def2/J DEFGRID3
* xyz 0 1
C -1.34292 -0.56048 0.08347
C 0.73179 0.44449 0.14171
C -0.71283 0.74008 0.62345
C -2.45570 -0.43258 -0.95026
C 1.76058 0.80402 1.21834
C 1.09384 1.21386 -1.13036
C -0.03362 -1.04701 -0.50752
O 0.70919 -2.13657 1.21017
O 0.27234 -1.72017 -1.43562
H 0.90921 -2.93214 0.70460
H -1.65536 -1.23312 0.88364
H 1.27834 -1.29367 0.79869
H -0.79891 0.82795 1.70512
H -1.16046 1.63268 0.18306
H -2.69246 -1.40503 -1.38049
H -3.35680 -0.04668 -0.47402
H -2.16420 0.23823 -1.75786
H 1.74133 1.87494 1.43612
H 1.55708 0.24473 2.13079
H 0.32769 1.13107 -1.89904
H 2.76512 0.53213 0.89108
H 2.03175 0.83992 -1.54049
H 1.19502 2.28336 -0.93458
*
```

* HOMO: -8.835 eV
* SMILES string: C[C@@H]1CC(C)(C)C1=O.O
* gap between HOMO and LUMO: 9.70 eV

=====

Run b
This record from the OMol25 dataset describes a cluster of 2 separate species, C7H14O2 in total. The level of theory is wB97M-V/def2-TZVPD.

```
! wB97M-V def2-TZVPD RIJCOSX def2/J DEFGRID3
* xyz 0 1
C -0.22758 0.73935 -1.58567
C -1.70417 0.73592 -1.92778
O 0.61151 0.14452 -2.54910
H 0.13239 0.06673 -3.38283
H 0.10773 1.77405 -1.42978
H 0.27450 0.39041 -0.48260
H -2.03235 -0.26643 -2.20906
H -1.90355 1.40929 -2.76286
H -2.28613 1.06621 -1.06981
C -0.72318 -1.76403 0.65027
C 2.00558 -0.70182 1.32331
C -0.65814 -0.26546 0.81023
C 0.83660 0.23611 1.33220
C 0.83645 1.40770 1.96062
O -1.62514 0.39643 1.14205
H 0.02695 -2.11140 -0.05663
H -0.54935 -2.24337 1.61259
H -1.72173 -2.04306 0.31723
H 2.22369 -1.03613 0.30867
H 1.80958 -1.58379 1.93424
H 2.89072 -0.20731 1.72311
H -0.06316 2.00653 1.98276
H 1.73876 1.84954 2.35883
*
```

* HOMO: -9.313 eV
* SMILES string: C=C(C)C(C)=O.CCO
* gap between HOMO and LUMO: 10.08 eV

=====

Run c
This record from the OMol25 dataset describes an isolated molecule of C7H14O2. The level of theory is wB97M-V/def2-TZVPD.

```
! wB97M-V def2-TZVPD RIJCOSX def2/J DEFGRID3
* xyz 0 1
C -1.79641 -0.53208 -0.80872
C 0.28352 0.76929 0.39980
C -2.92960 -0.97838 0.02938
C 0.68272 1.11948 1.83768
C 1.92562 -1.18908 0.11334
C 1.47457 0.16864 -0.33508
C 2.01571 0.79160 -1.37887
O -0.78991 -0.14703 0.47817
O -2.10555 0.54861 -1.58059
H -1.29356 0.93073 -1.95753
H -1.22185 -1.30019 -1.34105
H -0.01880 1.69633 -0.11449
H -3.77113 -0.29648 -0.03608
H -3.20570 -2.01715 -0.11812
H -2.32339 -0.79414 1.01480
H -0.13819 1.64718 2.32032
H 0.87941 0.20225 2.38840
H 1.56452 1.75967 1.85302
H 1.06783 -1.84255 0.26806
H 2.44483 -1.11045 1.07017
H 2.60569 -1.64358 -0.60467
H 2.91107 0.41545 -1.85261
H 1.73861 1.80188 -1.64534
*
```

* HOMO: -9.484 eV
* SMILES string: C=C(C)[C@H](C)O[C@@H](C)O
* gap between HOMO and LUMO: 10.29 eV

=====

Run d
This record from the OMol25 dataset describes a cluster of 2 separate species, C7H14O2 in total. The level of theory is wB97M-V/def2-TZVPD.

```
! wB97M-V def2-TZVPD RIJCOSX def2/J DEFGRID3
* xyz 0 1
C -0.42899 -1.79559 0.16610
C -0.60709 0.03072 -2.06722
C 0.45017 1.40107 2.02064
C -1.54860 0.79276 0.60889
C 0.83090 0.48741 -1.97182
C 0.16938 -0.87355 0.98150
C -0.39212 0.39794 1.27724
O 1.46689 -1.20680 1.36794
O 0.21779 -2.89388 -0.28226
H 1.94432 -0.41265 1.62664
H 1.11847 -2.87030 0.07560
H -1.47858 -1.79852 -0.06113
H -0.69474 -1.01305 -2.35199
H -1.18599 0.62089 -2.77566
H 1.41584 1.57818 1.53595
H -0.06490 2.35726 2.08257
H -2.38207 0.10115 0.56416
H -1.93554 1.77723 0.83845
H -1.16679 0.43515 -0.92485
H 0.65172 1.06504 3.04153
H 1.45380 -0.26113 -1.48482
H 0.89830 1.36685 -1.32144
H 1.26784 0.71383 -2.94600
*
```

* HOMO: -7.540 eV
* SMILES string: C=C(C)/C(O)=C/O.CC
* gap between HOMO and LUMO: 8.16 eV

=====

Quick ranking, most stable first: run c, run a, run b, run d.

=====

Run a
This record from the OMol25 dataset describes the ion C4H11N2S with charge +1. The level of theory is wB97M-V/def2-TZVPD.

```
! wB97M-V def2-TZVPD RIJCOSX def2/J DEFGRID3
* xyz 1 1
C -0.86519 -0.61625 -0.22127
C -0.05921 -1.80654 0.23889
C 1.10561 0.67779 0.28777
C -0.66555 1.58226 -1.30355
N 0.37677 -0.64548 2.53238
N 0.03969 0.34613 -0.89203
S 1.31271 -0.92788 1.31521
H -1.52221 -0.82869 -1.09017
H -1.41639 -0.15748 0.55638
H -0.76080 -2.51581 0.89670
H 0.45867 -2.48748 -0.51360
H 2.10001 0.97040 -0.04578
H 0.50960 1.24788 0.96235
H -1.43870 1.83320 -0.49134
H 0.19278 2.23610 -1.50771
H -1.06770 1.52991 -2.34444
H 1.05486 -0.56845 3.25138
H 0.64505 0.13041 -1.63114
*
```

* HOMO: -12.824 eV
* gap between HOMO and LUMO: 9.43 eV

=====

Run b
This record from the OMol25 dataset describes a structure of composition C4H11N2S. The level of theory is wB97M-V/def2-TZVPD.

```
! wB97M-V def2-TZVPD RIJCOSX def2/J DEFGRID3
* xyz 1 1
C -0.45331 -0.86159 0.65602
C -2.24431 -0.15872 -0.91247
C -1.67242 -1.22193 0.01468
C 1.50346 0.42922 0.57070
N 0.29486 0.00706 0.13192
N 1.80151 1.86005 -0.06511
S 2.87703 -0.66105 0.07129
H -0.17596 -1.38990 1.55269
H -3.21438 -0.57836 -1.09653
H -2.17383 0.86836 -0.40270
H -1.61397 0.03941 -1.78186
H -1.43459 -2.29887 -0.43539
H -2.42846 -1.47126 0.70292
H 1.60300 0.66541 1.93388
H 2.78671 2.07185 -0.07438
H 1.29534 2.61370 0.35369
H 1.28654 1.66222 -1.04114
H 1.96279 -1.57561 -0.17820
*
```

* HOMO: -13.904 eV
* gap between HOMO and LUMO: 10.35 eV

=====

Run c
This record from the OMol25 dataset describes the ion C4H11N2S with charge +1. The level of theory is wB97M-V/def2-TZVPD.

```
! wB97M-V def2-TZVPD RIJCOSX def2/J DEFGRID3
* xyz 1 1
C -0.06486 1.15850 1.23077
C 0.46278 0.31433 0.31374
C 1.59397 1.34995 -1.57977
C -1.03489 -1.87158 1.49086
N 0.58664 0.46259 -0.97516
N -1.82716 -1.05908 0.89088
S 1.06664 -1.37066 1.07351
H -0.13694 0.71218 2.21778
H -0.37249 2.23094 0.94803
H 1.55655 1.41505 -2.70648
H 1.60913 2.35779 -1.11548
H 2.62493 0.84742 -1.30192
H -0.92552 -1.84688 2.58241
H -0.93528 -2.85276 1.09696
H 0.35599 -0.34643 -1.52687
H -2.13961 -1.39684 0.02017
H -1.92192 -0.09177 1.28223
H 1.33889 -2.30671 0.22673
*
```

* HOMO: -12.785 eV
* gap between HOMO and LUMO: 8.91 eV

=====

Quick ranking, most stable first: run b, run c, run a.

=====

Run a
This record from the OMol25 dataset describes a structure of composition C12H13N. The level of theory is wB97M-V/def2-TZVPD.

```
! wB97M-V def2-TZVPD RIJCOSX def2/J DEFGRID3
* xyz 0 1
C -2.47171 0.20013 2.62343
C -1.62800 0.36969 1.30757
C -1.78634 1.26757 0.15480
C -0.07307 0.35267 -1.13252
C 1.02796 0.58481 -2.06207
C 0.94907 1.65115 -3.12049
C 2.20107 -0.12435 -2.00950
C 2.19693 -1.36140 -1.19376
C 1.44433 -1.35213 -0.12250
C 0.25943 -0.52478 -0.09284
C -0.48840 -0.55298 1.12537
C -0.11664 -1.52279 2.32377
H -3.11508 1.05120 2.90309
H -2.83770 -0.86314 2.48828
H -1.50184 0.30613 3.34949
H -2.52129 2.04244 -0.02770
H 1.08783 2.64938 -2.85583
H 1.32407 1.38826 -4.15718
H -0.26052 1.83935 -3.29932
H 2.94056 0.27770 -2.85426
H 2.99478 -2.01456 -1.41211
H 1.19206 -2.13806 0.58580
H 0.53705 -0.66842 3.09554
H -0.91975 -1.54423 3.09866
H 0.56546 -2.68970 2.17908
N -1.00026 1.37605 -0.89481
*
```

* HOMO: -8.289 eV
* gap between HOMO and LUMO: 8.70 eV

=====

Run b
This record from the OMol25 dataset describes an isolated molecule of C12H13N. The level of theory is wB97M-V/def2-TZVPD.

```
! wB97M-V def2-TZVPD RIJCOSX def2/J DEFGRID3
* xyz 0 1
C -0.99887 0.61430 -0.00080
C 3.03809 0.69858 1.17902
C 3.33304 -0.68025 0.83992
C 1.81218 1.04870 1.54623
C 2.37002 -1.59915 0.82962
C 0.66761 0.03243 1.63499
C 0.93909 -1.33901 1.04867
C -1.11232 -2.67308 0.24783
C -0.05926 -2.17432 0.83489
C -2.74094 0.22122 -1.70361
C -1.39729 2.27331 -1.73822
C -1.65129 0.94691 -1.06379
N -0.53573 0.62079 1.11558
H 3.72909 1.43675 1.12281
H 4.26158 -0.86126 0.44633
H 1.59107 2.11836 1.70527
H 2.60494 -2.56374 0.64157
H 0.36439 0.07145 2.75049
H -1.60030 -2.22945 -0.66622
H -1.53042 -3.55562 0.61635
H -3.10624 -0.60618 -1.10060
H -3.65726 0.81880 -1.81024
H -2.42956 -0.12298 -2.70544
H -2.24341 2.22052 -2.56124
H -0.41169 2.32699 -2.25470
H -1.23652 2.95593 -0.95469
*
```

* HOMO: -7.782 eV
* SMILES string: C=C=C1C=CC=C[C@H]1N=C=C(C)C
* gap between HOMO and LUMO: 7.87 eV

=====

Quick ranking, most stable first: run a, run b.

=====

Run a
This record from the OMol25 dataset describes a cluster of 4 separate species, C4H17NO4 in total. The level of theory is wB97M-V/def2-TZVPD.

```
! wB97M-V def2-TZVPD RIJCOSX def2/J DEFGRID3
* xyz 0 1
O 3.32029 18.05421 24.38569
H 2.97213 17.29477 23.91851
H 2.86467 18.80263 24.00032
O 0.63749 23.95697 23.38638
H -0.11341 24.16053 23.94400
H 1.02974 24.80818 23.19190
O 1.09544 20.47450 23.01970
H 0.33935 20.46812 22.43274
H 1.23346 21.39956 23.22323
C 3.82538 23.78124 19.73073
C 4.88926 24.14682 18.73391
C 4.65841 25.66369 18.23332
O 4.45192 26.60869 19.31539
C 5.53620 27.52026 19.50785
N 6.27306 24.11933 19.34878
H 3.59740 22.71744 19.79752
H 2.81736 24.02061 19.39207
H 4.06147 24.21989 20.70024
H 4.77538 23.45037 17.90319
H 3.70303 25.71634 17.71124
H 5.49889 25.88444 17.57532
H 6.46188 27.06333 19.85775
H 5.32864 28.18796 20.34402
H 5.85492 27.98796 18.57630
H 6.28187 24.69443 20.17901
H 6.94633 24.58670 18.75855
*
```

* HOMO: -8.984 eV
* SMILES string: COC[C@H](C)N.O.O.O
* gap between HOMO and LUMO: 9.43 eV

=====

Run b
This record from the OMol25 dataset describes a cluster of 4 separate species, C4H17NO4 in total. The level of theory is wB97M-V/def2-TZVPD.

```
! wB97M-V def2-TZVPD RIJCOSX def2/J DEFGRID3
* xyz 0 1
O -0.15172 1.36887 -3.02621
H 0.13676 1.79722 -2.20534
H 0.54923 0.78868 -3.28864
O -0.37194 2.52698 -0.44503
H -1.30205 2.19283 -0.50486
H -0.35118 3.47344 -0.72383
O -2.41116 0.81347 -1.40847
H -2.04993 0.76232 -2.30299
H -2.64677 -0.17114 -1.27020
C -1.28360 -1.28756 1.16589
C -0.08764 -1.67507 0.28844
C 1.01754 -0.57247 0.02730
O 1.52503 -0.26810 1.34924
C 2.01963 1.07099 1.41755
N 0.60818 -2.80983 1.00557
H -1.00824 -0.69478 2.03361
H -1.76094 -2.19526 1.54618
H -2.07845 -0.75589 0.58254
H -0.46753 -2.04348 -0.69048
H 0.44223 0.32632 -0.25424
H 1.76782 -0.99010 -0.64339
H 2.90633 1.15500 0.72740
H 2.36919 1.31258 2.40032
H 1.29329 1.86371 1.10442
H 0.04674 -3.50371 1.47510
H 1.28920 -2.48503 1.64012
*
```

* HOMO: -8.706 eV
* SMILES string: COC[C@H](C)N.O.O.O
* gap between HOMO and LUMO: 9.22 eV

=====

Quick ranking, most stable first: run b, run a.